[1]
This record from the Open Molecules 2025 dataset describes a gas-phase ion, C10H12N3S (charge +1) at a distorted geometry. The level of theory is the ωB97M-V functional and the def2-TZVPD basis.

Values from the calculation:
Net charge ... +1
Total energy ... -25859.5356 eV
Maximum force ... 4.50 eV Å⁻¹
SMILES ... C/N=C(\N=C=C[n+]1ccccc1)SC
Gap between HOMO and LUMO (alpha / beta) ... 7.723 / 7.722 eV
ΔE to the lowest compared entry with this formula, charge and spin ... 338.5 kJ/mol

```
26
Properties=species:S:1:pos:R:3:lowdin_charge:R:1
C 0.543 -0.010 0.045 -0.0472
C -1.490 4.333 1.746 -0.0153
C -0.098 4.506 1.669 -0.0080
C -1.966 3.044 1.418 -0.0242
C 0.724 3.476 1.179 -0.0122
C -1.127 2.100 0.947 -0.0224
C 0.061 -2.610 -0.879 -0.6921
C 2.311 -2.773 -1.795 -0.0657
C -1.392 -4.823 -1.177 -0.2975
C 0.997 1.275 0.416 -0.0850
N 0.223 -1.113 -0.214 0.1665
N 0.956 -3.067 -1.545 -0.0043
N 0.216 2.294 0.859 -0.0960
S -1.465 -3.096 -0.481 0.9780
H -2.028 5.185 2.079 0.1091
H 0.436 5.441 1.959 0.1354
H -3.060 2.952 1.621 0.1438
H 1.851 3.516 1.131 0.1675
H -1.498 1.140 0.436 0.1670
H 2.342 -2.700 -2.867 0.0900
H 3.081 -3.341 -1.245 0.1044
H 2.417 -1.765 -1.269 0.0867
H -2.336 -5.332 -0.916 0.0604
H -0.525 -5.418 -1.048 0.0359
H -1.177 -4.563 -2.191 0.0197
H 2.005 1.350 0.122 0.1055
```


[2]
This record from the Open Molecules 2025 dataset describes a gas-phase ion, C10H12NO (charge +1) at a distorted geometry. The level of theory is the ωB97M-V functional and the def2-TZVPD basis.

Values from the calculation:
Net charge ... +1
Total energy ... -14089.5962 eV
Maximum force ... 4.20 eV Å⁻¹
Gap between HOMO and LUMO (alpha / beta) ... 7.624 / 8.917 eV
ΔE to the lowest compared entry with this formula, charge and spin ... 530.5 kJ/mol

```
24
Properties=species:S:1:pos:R:3:lowdin_charge:R:1
C 3.006 0.965 1.775 -0.0868
C 3.414 0.870 0.396 -0.0682
C 1.746 0.759 2.183 -0.0653
C 2.462 0.621 -0.604 -0.0600
C 0.734 0.445 1.261 -0.2265
C 1.226 0.381 -0.002 0.0927
C -0.687 0.091 1.680 -0.0843
C -2.459 0.273 -1.777 -0.0402
C -2.258 -1.133 -2.218 -0.0882
C -1.459 -0.038 -0.671 -0.1657
N -1.669 -1.535 -0.903 0.1171
O -1.674 0.350 0.640 -0.0484
H 3.818 1.435 2.454 0.1474
H 4.449 1.252 0.235 0.1239
H 1.383 0.603 3.243 0.1490
H 2.833 0.410 -1.658 0.1356
H -0.619 -0.915 2.053 0.1284
H -1.029 0.877 2.368 0.1496
H -2.206 0.949 -2.487 0.0921
H -3.443 0.508 -1.411 0.1383
H -3.055 -1.768 -2.422 0.1196
H -1.526 -1.277 -2.944 0.1224
H -2.251 -2.055 -0.195 0.2063
H -0.734 -2.068 -0.996 0.2112
```


[3]
This record from the Open Molecules 2025 dataset describes 2 unconnected molecules or ions with the total composition C10H12NO at a distorted geometry. The level of theory is the ωB97M-V functional and the def2-TZVPD basis.

Values from the calculation:
Net charge ... +1
Total energy ... -14090.9764 eV
Maximum force ... 5.54 eV Å⁻¹
Gap between HOMO and LUMO (alpha / beta) ... 8.451 / 8.451 eV
ΔE to the lowest compared entry with this formula, charge and spin ... 397.4 kJ/mol

```
24
Properties=species:S:1:pos:R:3:lowdin_charge:R:1
C 3.129 -0.398 -0.098 -0.0394
C 2.351 -1.226 -0.909 -0.0372
C 2.527 0.375 0.892 -0.0485
C 0.941 -1.218 -0.938 0.0443
C 1.152 0.435 0.862 -0.0131
C 0.338 -0.327 -0.034 -0.2506
C -1.893 -1.583 0.324 -0.3650
C -1.759 -0.675 1.430 0.0894
C -1.296 2.075 -0.597 -0.0800
C -2.038 0.833 -0.935 0.0927
N -1.004 -0.491 0.180 -0.0266
O -2.133 -2.609 -0.175 0.2464
H 4.238 -0.382 0.014 0.1356
H 2.975 -1.871 -1.529 0.1193
H 3.032 0.821 1.620 0.0742
H 0.492 -1.912 -1.569 0.1066
H 0.815 1.064 1.701 0.1358
H -2.573 -0.022 1.650 0.1349
H -1.078 -1.218 2.068 0.1605
H -1.042 2.774 -1.428 0.1220
H -1.932 2.636 0.147 0.1136
H -0.315 1.859 -0.252 0.0404
H -1.812 0.267 -1.824 0.1074
H -3.116 0.792 -0.600 0.1371
```


Please write out number 3 again, unchanged.
This record from the Open Molecules 2025 dataset describes 2 unconnected molecules or ions with the total composition C10H12NO at a distorted geometry. The level of theory is the ωB97M-V functional and the def2-TZVPD basis.

Values from the calculation:
Net charge ... +1
Total energy ... -14090.9764 eV
Maximum force ... 5.54 eV Å⁻¹
Gap between HOMO and LUMO (alpha / beta) ... 8.451 / 8.451 eV
ΔE to the lowest compared entry with this formula, charge and spin ... 397.4 kJ/mol

```
24
Properties=species:S:1:pos:R:3:lowdin_charge:R:1
C 3.129 -0.398 -0.098 -0.0394
C 2.351 -1.226 -0.909 -0.0372
C 2.527 0.375 0.892 -0.0485
C 0.941 -1.218 -0.938 0.0443
C 1.152 0.435 0.862 -0.0131
C 0.338 -0.327 -0.034 -0.2506
C -1.893 -1.583 0.324 -0.3650
C -1.759 -0.675 1.430 0.0894
C -1.296 2.075 -0.597 -0.0800
C -2.038 0.833 -0.935 0.0927
N -1.004 -0.491 0.180 -0.0266
O -2.133 -2.609 -0.175 0.2464
H 4.238 -0.382 0.014 0.1356
H 2.975 -1.871 -1.529 0.1193
H 3.032 0.821 1.620 0.0742
H 0.492 -1.912 -1.569 0.1066
H 0.815 1.064 1.701 0.1358
H -2.573 -0.022 1.650 0.1349
H -1.078 -1.218 2.068 0.1605
H -1.042 2.774 -1.428 0.1220
H -1.932 2.636 0.147 0.1136
H -0.315 1.859 -0.252 0.0404
H -1.812 0.267 -1.824 0.1074
H -3.116 0.792 -0.600 0.1371
```